[1]
Computed, not measured: 3 unconnected molecules or ions with the total composition C31H57N3O5 at a distorted geometry, with ωB97M-V with the def2-TZVPD basis set.

**Energy**: -1755.47763 Ha
**⟨S²⟩**: 2.01

Structure (ORCA input):
```
! RIJCOSX wB97M-V def2-TZVPD def2/J DEFGRID3
* xyz 0 3
C 0.892 -0.949 3.227
C -0.179 -0.359 2.745
C -1.518 0.060 1.934
C -2.826 0.503 2.846
O -3.159 -0.003 3.981
N -3.600 1.564 2.118
C -3.065 1.477 0.691
C -3.599 2.546 -0.391
C -4.652 1.945 -1.466
C -4.205 0.549 -2.141
O -5.945 1.853 -0.768
C -1.479 1.365 0.993
C -0.419 1.473 -0.212
C -0.231 0.128 -1.083
C 0.678 0.548 -2.382
C 0.489 -0.436 -3.643
O -0.826 -0.282 -4.286
H 1.712 -1.306 3.961
H -1.927 -0.932 1.475
H -4.626 1.488 2.216
H -3.327 0.363 0.450
H -4.148 3.431 0.132
H -2.737 3.020 -1.020
H -4.702 2.723 -2.333
H -3.289 0.047 -1.664
H -5.083 -0.210 -2.018
H -3.956 0.668 -3.273
H -5.965 1.039 -0.204
H -1.240 2.224 1.726
H -0.652 2.340 -0.948
H 0.624 1.717 0.249
H -1.207 -0.380 -1.414
H 0.347 -0.656 -0.452
H 1.759 0.662 -2.012
H 0.331 1.602 -2.728
H 1.251 -0.078 -4.451
H 0.760 -1.535 -3.427
H -1.533 -0.453 -3.620
C 0.228 3.770 6.848
C 0.346 3.770 5.302
C 1.803 3.435 4.917
C 2.766 4.566 5.266
C 2.316 5.886 4.651
C 0.824 6.241 4.867
N -0.102 5.075 4.720
O -0.305 4.878 3.377
C 0.604 6.873 6.265
C 0.491 7.415 3.899
C -0.585 2.599 4.882
H 0.319 2.753 7.243
H 1.008 4.337 7.352
H -0.744 4.157 7.168
H 1.873 3.222 3.843
H 2.127 2.520 5.425
H 2.868 4.672 6.350
H 3.766 4.316 4.894
H 2.951 6.691 5.037
H 2.520 5.831 3.574
H -0.461 7.068 6.443
H 1.126 7.831 6.347
H 0.980 6.269 7.088
H 0.723 7.177 2.857
H 1.079 8.305 4.148
H -0.567 7.695 3.960
H -1.616 2.800 5.184
H -0.278 1.664 5.361
H -0.577 2.403 3.808
C 0.210 -5.972 -6.255
C 0.629 -5.114 -5.033
C 1.903 -4.322 -5.398
C 3.126 -5.225 -5.533
C 3.332 -6.066 -4.278
C 2.069 -6.791 -3.753
N 0.826 -5.960 -3.813
O 0.841 -5.119 -2.729
C 1.822 -8.106 -4.535
C 2.399 -7.297 -2.318
C -0.564 -4.132 -4.870
H -0.165 -5.337 -7.063
H 1.025 -6.539 -6.699
H -0.591 -6.668 -5.990
H 2.105 -3.554 -4.641
H 1.754 -3.780 -6.340
H 3.038 -5.873 -6.409
H 4.013 -4.607 -5.704
H 4.129 -6.793 -4.468
H 3.715 -5.397 -3.496
H 0.894 -8.588 -4.205
H 2.634 -8.819 -4.366
H 1.772 -7.977 -5.614
H 2.732 -6.493 -1.656
H 3.212 -8.031 -2.340
H 1.532 -7.784 -1.857
H -1.488 -4.676 -4.651
H -0.729 -3.562 -5.790
H -0.408 -3.394 -4.081
*
```


[2]
Computed, not measured: a molecular structure, C6H7LiO6Pr at a distorted geometry, with ωB97M-V with the def2-TZVPD basis set.

**Energy**: -1208.27826 Ha
**⟨S²⟩**: 3.76

Structure (ORCA input):
```
! RIJCOSX wB97M-V def2-TZVPD def2/J DEFGRID3
* xyz 2 4
Li -0.840 -1.221 1.520
O -0.459 -1.457 -0.408
O -1.141 0.480 -1.301
C -2.322 0.570 -0.474
C -1.995 1.316 0.809
O -1.009 0.669 1.549
C -0.282 -0.487 -1.127
H -3.056 1.119 -1.073
H -2.698 -0.444 -0.284
H -2.932 1.391 1.388
H -1.706 2.349 0.546
Pr 0.946 1.147 2.189
O 1.216 -0.970 2.268
O 2.079 -0.046 0.504
C 2.370 -0.173 -0.837
C 1.260 -0.106 -1.783
O 2.669 -2.200 1.033
C 2.045 -1.224 1.337
H 3.311 -0.679 -1.039
H 1.165 0.865 -2.287
H 1.380 -0.900 -2.531
*
```


[3]
Computed, not measured: a molecular structure, C17H18BClHgN6O2 at a distorted geometry, with ωB97M-V with the def2-TZVPD basis set.

**Energy**: -1775.91303 Ha

Structure (ORCA input):
```
! RIJCOSX wB97M-V def2-TZVPD def2/J DEFGRID3
* xyz 0 1
H -0.267 2.588 0.696
N 0.016 1.570 -1.123
B 0.832 0.780 -3.359
N 0.619 1.887 -2.301
C 1.071 3.158 -2.268
Hg -1.279 -0.597 -0.685
H 1.580 3.560 -3.130
C 0.748 3.682 -1.014
H 0.959 4.663 -0.659
C 0.091 2.639 -0.323
H 1.390 1.196 -4.330
C -1.012 -2.396 0.205
H -1.655 -1.881 0.978
H -0.159 -2.901 0.575
H -1.703 -2.872 -0.491
N -0.575 0.215 -3.674
N 1.622 -0.323 -2.619
N -1.433 -0.304 -2.683
N 1.189 -0.771 -1.403
C -1.229 0.202 -4.842
C 2.862 -0.786 -2.862
H -0.684 0.568 -5.672
H 3.348 -0.507 -3.789
C -2.486 -0.320 -4.642
C 3.246 -1.554 -1.777
C -2.612 -0.620 -3.279
C 2.180 -1.485 -0.861
H -3.240 -0.492 -5.373
H 4.171 -2.083 -1.651
H -3.425 -1.022 -2.673
H 2.104 -1.847 0.161
H -2.725 0.159 0.024
Cl -1.216 -0.306 8.090
C -0.726 -0.270 6.453
C 0.209 -1.206 5.981
C 0.590 -1.188 4.635
C 0.010 -0.278 3.740
C -0.867 0.707 4.233
C -1.259 0.696 5.582
C 0.287 -0.410 2.244
O 1.106 -1.291 1.911
O -0.407 0.383 1.522
H 0.627 -1.946 6.662
H 1.333 -1.890 4.269
H -1.254 1.468 3.565
H -1.975 1.423 5.956
*
```


[4]
Computed, not measured: a molecular structure, C17H16BrClLu at a distorted geometry, with ωB97M-V with the def2-TZVPD basis set.

**Energy**: -4927.18882 Ha

Structure (ORCA input):
```
! RIJCOSX wB97M-V def2-TZVPD def2/J DEFGRID3
* xyz -1 1
C 1.536 1.231 -1.112
C 2.632 0.876 -0.273
C 2.938 -0.510 -0.508
H 3.108 1.535 0.468
C 2.053 -0.965 -1.522
C 1.179 0.101 -1.870
H 0.444 0.144 -2.665
H 1.087 2.229 -1.205
H 3.623 -1.133 0.082
H 2.028 -1.942 -1.998
Lu 0.976 -0.491 0.699
Br 1.341 0.376 3.130
C -2.646 0.019 0.844
C -2.606 0.087 -0.596
C -2.006 1.320 -0.955
H -2.927 -0.716 -1.276
C -1.711 2.039 0.240
C -2.115 1.252 1.347
H -2.005 1.510 2.402
H -2.972 -0.846 1.440
H -1.725 1.622 -1.972
H -1.200 3.006 0.284
Cl -2.562 -4.403 0.667
C -1.244 -4.516 1.735
C -1.222 -5.512 2.695
C -0.224 -5.485 3.698
C 0.684 -4.421 3.745
C 0.669 -3.428 2.760
C -0.168 -3.554 1.613
C 0.043 -2.773 0.430
H -1.981 -6.312 2.712
H -0.192 -6.265 4.483
H 1.428 -4.347 4.571
H 1.344 -2.563 2.837
H 1.058 -2.844 0.010
H -0.752 -2.755 -0.314
*
```